1.
{"formula": "FHOS", "method": "wB97M-V/def2-TZVPD", "charge": 0, "relative_energy_kj_mol": 262.44, "homo_ev": -9.2, "smiles": "O=S.F", "homo_lumo_gap_ev": 6.5, "species": ["O", "S", "F", "H"], "positions_angstrom": [[-0.9190, 0.0237, 0.2826], [0.0316, 0.3189, 1.4027], [0.2226, -0.1648, -1.2511], [0.6648, -0.1778, -0.4342]], "forces_ev_per_angstrom": [[-2.15, 0.33, 3.39], [-0.59, 0.33, 0.54], [2.16, -0.08, -2.98], [0.59, -0.58, -0.95]], "mulliken_charge": [-0.202, 0.155, -0.326, 0.373]}

=====

2.
{"formula": "FI3Si", "method": "wB97M-V/def2-TZVPD", "charge": 0, "relative_energy_kj_mol": 345.00, "homo_ev": -9.0, "homo_lumo_gap_ev": 6.7, "species": ["F", "Si", "I", "I", "I"], "positions_angstrom": [[2.6967, -0.0021, -0.2757], [-0.7567, -0.0698, -1.1344], [-1.6778, -2.0603, 0.1619], [-1.8372, 1.9705, -0.0861], [1.5749, 0.1617, 1.3344]], "forces_ev_per_angstrom": [[-0.66, 0.11, 1.10], [-0.25, -0.05, 0.56], [0.02, 0.51, -0.31], [0.03, -0.46, -0.20], [0.86, -0.10, -1.15]], "mulliken_charge": [-0.397, 0.112, -0.090, -0.088, 0.464]}

=====

3.
{"formula": "FN2O3S", "method": "wB97M-V/def2-TZVPD", "charge": -1, "relative_energy_kj_mol": 105.58, "homo_ev": [-4.3, -4.3], "homo_lumo_gap_ev": [8.1, 8.1], "species": ["N", "N", "O", "O", "O", "F", "S"], "positions_angstrom": [[-1.2841, -0.6650, -0.1828], [1.2985, 0.1254, -0.1714], [-1.3730, -1.6195, -0.9873], [1.9987, 0.4359, -1.1323], [1.7309, -0.0297, 0.9672], [-1.8231, 1.1382, 1.3680], [-0.5479, 0.6147, 0.1386]], "forces_ev_per_angstrom": [[-2.78, -0.99, -1.09], [1.63, 0.57, -0.87], [1.53, 0.62, 0.84], [0.18, -0.45, 0.32], [0.75, -0.46, -0.41], [-0.15, 0.26, -0.40], [-1.16, 0.44, 1.61]], "mulliken_charge": [0.279, 0.583, -0.566, -0.582, -0.535, -0.497, 0.318]}

=====

4.
{"formula": "FN3O9Pt", "method": "wB97M-V/def2-TZVPD", "charge": -2, "multiplicity": 3, "homo_ev": [-2.4, -2.4], "homo_lumo_gap_ev": [4.8, 2.3], "species": ["Pt", "N", "O", "O", "O", "N", "O", "O", "O", "N", "O", "O", "O", "F"], "positions_angstrom": [[1.3327, 0.5033, -0.6459], [-0.7859, -2.0928, -3.7031], [-0.7703, -2.9491, -4.5785], [-0.3413, -2.2298, -2.5963], [-0.6336, -0.9740, -4.1648], [3.1521, -0.8154, 3.5898], [3.1450, -0.8806, 2.4066], [3.2275, 0.3153, 4.0784], [3.0521, -1.7956, 4.2229], [-3.3630, 1.7857, 0.5870], [-3.7199, 2.5051, 1.4279], [-2.2521, 1.8370, 0.0705], [-4.1010, 1.0650, 0.3010], [2.0577, 3.7260, -0.9954]], "forces_ev_per_angstrom": [[0.27, 1.07, -0.14], [5.28, 1.82, -3.63], [-2.26, -4.07, -0.36], [-0.72, -2.40, 5.08], [-2.16, 4.83, -0.89], [-0.09, 3.79, 0.06], [0.01, -0.61, -6.35], [0.25, 1.59, 1.96], [-0.30, -4.76, 4.17], [10.83, 6.60, 0.63], [-0.21, 6.16, 5.72], [1.15, 0.62, -0.02], [-11.75, -13.40, -6.34], [-0.31, -1.24, 0.09]], "lowdin_spin": [0.880, 0.000, 0.000, -0.001, 0.001, 0.000, 0.000, 0.000, 0.000, -0.022, 0.394, 0.349, 0.276, 0.123]}

=====

5.
{"formula": "FNO2", "method": "wB97M-V/def2-TZVPD", "charge": 0, "relative_energy_kj_mol": 301.80, "homo_ev": [-10.5, -8.5], "homo_lumo_gap_ev": [8.6, 5.6], "species": ["N", "O", "O", "F"], "positions_angstrom": [[-0.1567, 0.0916, -0.5145], [-0.8479, 0.9490, -0.8099], [0.6650, -0.6672, -0.3351], [0.3058, -0.4172, 2.1036]], "forces_ev_per_angstrom": [[0.65, -0.40, 2.30], [0.00, -0.12, -0.49], [-0.39, 0.30, -0.72], [-0.26, 0.23, -1.09]], "mulliken_charge": [1.165, -0.328, -0.215, -0.623]}

=====

6.
{"formula": "FNO4S", "method": "wB97M-V/def2-TZVPD", "charge": 0, "relative_energy_kj_mol": 150.72, "homo_ev": -11.4, "homo_lumo_gap_ev": 10.1, "species": ["N", "O", "O", "O", "O", "F", "S"], "positions_angstrom": [[-1.5167, -0.3503, -0.4036], [-1.3839, 0.2996, -1.3436], [-2.2801, -1.1068, -0.0094], [1.9869, -0.9113, 0.0253], [1.9510, 1.3783, 1.0626], [-0.5321, 0.1750, 0.7301], [1.7749, 0.5156, -0.0614]], "forces_ev_per_angstrom": [[-0.10, 1.85, 1.18], [0.92, 0.45, -1.28], [-0.20, -1.52, 0.94], [0.01, 1.05, 0.29], [0.23, -0.37, 0.17], [-1.22, -0.86, -0.75], [0.37, -0.60, -0.55]], "mulliken_charge": [1.110, -0.361, -0.377, -0.395, -0.384, -0.356, 0.764]}

=====

7.
{"formula": "FNO4S", "method": "wB97M-V/def2-TZVPD", "charge": 0, "relative_energy_kj_mol": 97.41, "homo_ev": -12.3, "homo_lumo_gap_ev": 10.2, "species": ["N", "O", "O", "O", "O", "F", "S"], "positions_angstrom": [[-1.0719, -0.1845, 0.2432], [1.4475, 0.9115, 1.0203], [-1.5886, -1.0815, -0.2350], [0.6101, 0.6323, -1.2774], [1.4268, -1.3189, -0.0407], [-1.9426, 0.9779, 0.3522], [1.1186, 0.0631, -0.0627]], "forces_ev_per_angstrom": [[-1.75, -1.04, -0.25], [0.01, -0.12, 0.12], [0.14, 1.04, 0.63], [0.69, -0.15, 0.44], [-0.04, -0.10, 0.24], [0.32, -0.51, -0.01], [0.64, 0.88, -1.17]], "mulliken_charge": [0.458, -0.430, -0.185, -0.433, -0.428, -0.222, 1.240]}

=====

8.
{"formula": "FNO4S", "method": "wB97M-V/def2-TZVPD", "charge": 0, "relative_energy_kj_mol": 279.00, "homo_ev": -11.9, "smiles": "O=[N+]([O-])S(=O)(=O)F", "homo_lumo_gap_ev": 10.3, "species": ["O", "N", "O", "S", "O", "O", "F"], "positions_angstrom": [[-0.5598, 1.8749, 0.5000], [-0.2741, 1.0169, -0.2942], [0.1190, 1.0819, -1.4391], [-0.0027, -0.7704, 0.2632], [0.9664, -0.4563, 1.6576], [-1.1658, -1.6161, 0.2894], [0.9169, -1.1308, -0.9769]], "forces_ev_per_angstrom": [[-0.07, -1.57, -0.92], [1.05, 1.04, -0.93], [-1.01, 0.94, 0.80], [3.72, 0.31, 6.73], [-4.41, -1.84, -6.75], [1.57, 1.23, -0.37], [-0.86, -0.10, 1.45]], "mulliken_charge": [-0.419, 0.908, -0.467, 0.979, -0.451, -0.421, -0.130]}